# 1
This record from the Open Molecules 2025 dataset describes one molecule with the formula C5H8OS in a non-equilibrium geometry. The level of theory is ωB97M-V/def2-TZVPD.

Properties
Strongest force on any atom = 4.91 eV Å⁻¹
HOMO level (alpha / beta) = -0.27215 / -0.28660 Ha
Kohn-Sham gap (alpha / beta) = 7.885 / 7.496 eV
Lowest unoccupied orbital energy (alpha / beta) = 0.479 / -0.303 eV
Electronic energy = -18192.3484 eV

Positions of all 15 atoms, in Å:
C 1.43377 -2.15608 0.01359
C 0.11184 -1.83806 -0.18130
C -0.02054 1.47378 0.89883
C -2.07770 1.50340 -0.14894
C -0.23676 -0.64143 -0.81908
O -1.32761 1.60272 0.99727
S -1.88621 -0.21485 -0.85128
H 1.69785 -2.92626 0.61486
H 2.11101 -1.69023 -0.52617
H -0.62921 -2.31637 0.48783
H 0.53160 0.92503 1.66674
H 0.56093 2.31661 0.35936
H -3.18951 1.47263 0.08131
H -2.05889 2.22398 -1.03553
H 0.49535 -0.19516 -1.39957

# 2
This record from the Open Molecules 2025 dataset describes one molecule with the formula C5H8OS in a non-equilibrium geometry. The level of theory is ωB97M-V/def2-TZVPD.

Properties
Strongest force on any atom = 8.18 eV Å⁻¹
HOMO level = -0.31805 Ha
SMILES = C=C1CCSCO1
Kohn-Sham gap = 9.367 eV
Lowest unoccupied orbital energy = 0.712 eV
Electronic energy = -18193.3385 eV

Positions of all 15 atoms, in Å:
C -0.63467 1.08559 1.81848
C -0.66315 0.43394 0.62553
C 0.00977 1.08754 -0.64206
C 1.25422 0.21077 -1.07975
C -0.42055 -1.96076 -0.06788
H -0.89302 0.53583 2.85258
H -0.61943 2.18095 1.83744
H 0.47990 2.05884 -0.38541
H -0.61896 1.28827 -1.47798
H 1.76132 0.51685 -2.14876
H 2.01726 0.06734 -0.29117
H -1.24675 -2.70994 -0.77532
H 0.01112 -2.66142 0.91765
O -1.17003 -0.68579 0.39145
S 0.73298 -1.44803 -1.57482

# 3
This record from the Open Molecules 2025 dataset describes one molecule with the formula C5H8OS in a non-equilibrium geometry. The level of theory is ωB97M-V/def2-TZVPD.

Properties
Strongest force on any atom = 7.56 eV Å⁻¹
HOMO level = -0.28192 Ha
SMILES = CSC1=COCC1
Kohn-Sham gap = 8.541 eV
Lowest unoccupied orbital energy = 0.870 eV
Electronic energy = -18193.7113 eV

Positions of all 15 atoms, in Å:
C 0.25139 -0.92479 -0.20379
C 0.93720 -1.01713 2.25014
C 0.43646 0.49278 1.54015
C 0.02959 0.41284 -0.22731
C -1.14659 0.86257 -2.59801
O 0.64913 -1.69185 0.91754
S -0.32369 1.74651 -1.23497
H 0.11085 -1.62773 -1.01565
H 1.99421 -1.04898 2.45134
H 0.25799 -1.38075 3.00019
H -0.49035 0.79492 2.01730
H 1.19772 1.25229 1.68269
H -0.44658 0.15548 -3.03169
H -1.42629 1.61742 -3.32769
H -2.03103 0.35642 -2.22024

# 4
This record from the Open Molecules 2025 dataset describes one molecule with the formula C5H8OS2 in a non-equilibrium geometry. The level of theory is ωB97M-V/def2-TZVPD.

Properties
Strongest force on any atom = 3.53 eV Å⁻¹
HOMO level = -0.32160 Ha
SMILES = C=C(C)SSC(C)=O
Kohn-Sham gap = 9.178 eV
Lowest unoccupied orbital energy = 0.426 eV
Electronic energy = -29031.5419 eV

Positions of all 16 atoms, in Å:
C 0.98205 0.66920 -1.24562
C -1.97123 -0.00369 1.61814
C -1.14219 -0.83041 0.98643
C 1.68113 1.61786 -2.18154
C -0.23165 -1.65226 1.70366
O 1.47418 0.00363 -0.39237
S -0.75934 0.53900 -1.73482
S -1.31042 -1.23500 -0.76529
H -1.85836 0.18272 2.61781
H -2.58880 0.68395 1.03211
H 2.43680 2.34430 -1.61777
H 2.36683 1.01558 -2.75502
H 0.93751 2.18926 -2.86527
H -0.22701 -2.69430 1.48318
H -0.48561 -1.59265 2.72705
H 0.69611 -1.23718 1.38935